Here is a cluster of 8 separate species, C16H53N4O11S in total in a non-equilibrium geometry from OMol25. Energies are from the ωB97M-V functional and the def2-TZVPD basis.

XYZ file:
```
85
Properties=species:S:1:pos:R:3:forces:R:3:lowdin_charge:R:1
O 3.9411 -0.0751 -1.0193 0.697 0.088 -0.361 0.2662
H 3.8736 0.3641 -1.8834 0.123 -0.220 -0.148 0.1588
H 4.5070 0.4768 -0.4504 -0.020 -0.231 0.175 0.1789
H 2.9829 -0.1473 -0.6380 -1.726 0.255 0.806 0.0789
O 0.2291 1.9111 -2.6455 1.132 -0.130 -1.522 0.2639
H -0.3540 1.2967 -2.0883 -1.043 -0.474 2.308 0.1003
H 0.3281 2.8456 -2.4226 -0.647 0.101 0.310 0.1458
H 1.0986 1.4711 -2.6312 -0.012 -0.165 -0.170 0.1395
O 1.4517 3.6479 0.9396 1.252 1.248 -0.093 0.2375
H 1.6556 3.7377 -0.0015 -0.178 0.121 -0.087 0.1442
H 2.3029 3.7689 1.4030 -0.248 0.070 0.269 0.1760
H 1.0696 2.6759 1.1208 -1.586 -2.478 0.364 0.0549
S 0.2237 0.3651 0.3741 -0.293 -3.058 0.309 0.3651
O 0.3758 1.4727 1.3376 0.559 2.752 -0.203 -0.3173
O -0.1494 -0.7925 1.1551 0.814 0.492 -0.889 -0.3005
O -0.7606 0.5248 -0.7127 0.006 1.674 -1.053 -0.3188
O 1.5604 0.2530 -0.3227 1.503 0.222 -0.870 -0.3937
C -0.3513 1.6651 4.8670 -0.114 -0.259 -0.367 -0.0642
C -0.5692 0.1524 4.8338 -0.487 -0.385 0.897 -0.4212
C -2.0303 -0.3694 4.6687 0.499 1.009 -0.351 -0.1961
O -2.1243 -1.7316 5.0220 0.341 -0.578 0.379 -0.1642
C -3.2333 -2.3158 4.4145 -1.543 -0.975 -1.564 -0.1471
N 0.3436 -0.4546 3.9008 0.249 -1.184 -1.132 0.0440
H -0.3293 2.0312 3.8408 -0.452 0.355 -0.012 0.0360
H 0.6353 1.9322 5.2496 0.042 -0.403 0.199 0.0746
H -1.0842 2.1586 5.5032 -0.141 0.183 -0.271 0.0756
H -0.2987 -0.1767 5.8434 0.145 -0.277 -0.037 0.1349
H -2.3324 -0.2911 3.6197 -0.097 0.415 -0.032 0.1113
H -2.6958 0.2173 5.3126 -0.181 0.068 -0.108 0.1257
H -4.1802 -1.7782 4.5264 0.214 0.491 0.279 0.0895
H -3.5245 -3.3454 4.6447 0.893 0.029 1.352 0.0872
H -3.1356 -2.4907 3.3334 0.501 0.842 -0.235 0.0733
H 0.0840 -1.4405 3.8388 0.426 -0.225 0.711 0.0715
H 0.1469 -0.2749 2.9048 -0.086 0.886 0.975 0.0121
C 3.9999 -1.2256 -6.8576 -0.328 -0.217 0.488 -0.0671
C 2.7268 -0.6191 -6.2278 1.716 -0.796 -0.069 -0.4050
C 2.2679 -1.4495 -5.0010 -0.056 -0.196 -1.258 -0.2042
O 1.1892 -0.7646 -4.4274 -0.663 1.180 0.843 -0.2022
C 0.4559 -1.3882 -3.3977 0.545 -2.019 0.854 -0.1015
N 3.0909 0.7347 -5.7868 -1.353 0.755 0.579 0.0309
H 3.7523 -2.0568 -7.5181 0.124 -0.156 0.164 0.0798
H 4.6620 -1.5504 -6.0518 0.210 -0.159 -0.199 0.0719
H 4.5210 -0.4707 -7.4419 -0.104 0.051 0.021 0.0766
H 2.0482 -0.5831 -7.0801 -0.710 0.156 0.594 0.1431
H 3.1150 -1.5642 -4.3110 0.095 0.244 0.160 0.1204
H 2.0071 -2.4716 -5.2940 -0.275 0.006 -0.039 0.1365
H 0.9515 -1.5744 -2.4313 0.881 0.713 -0.118 0.0689
H 0.2867 -2.4388 -3.6546 -0.761 0.128 -0.423 0.0980
H -0.4534 -0.8893 -3.0677 -0.157 0.254 -0.911 0.0866
H 2.2305 1.2770 -5.8770 0.187 0.308 -0.544 0.0703
H 3.0807 0.7123 -4.7669 0.627 -0.194 0.084 0.0347
C -1.8000 -4.3711 -0.9560 0.892 0.483 -0.888 -0.0702
C -0.8249 -4.2945 0.2321 -1.227 0.000 -0.897 -0.4108
C 0.5669 -3.8501 -0.2384 -0.633 -1.078 1.018 -0.2045
O 1.4394 -4.1892 0.8253 0.383 0.592 -0.985 -0.1713
C 2.7412 -3.7019 0.5899 0.216 0.128 2.618 -0.1164
N -1.3912 -3.3643 1.2020 0.422 0.253 1.206 0.0530
H -1.7026 -3.4599 -1.5593 -0.032 0.219 0.135 0.0611
H -2.8547 -4.4182 -0.6982 0.145 -0.341 0.322 0.0745
H -1.4961 -5.1581 -1.6520 -0.291 -0.290 0.155 0.0716
H -0.8364 -5.2804 0.6996 0.608 -0.094 -0.148 0.1389
H 0.4971 -2.7627 -0.3597 0.286 0.053 -0.234 0.0958
H 0.9633 -4.3563 -1.1258 -0.502 0.129 -0.341 0.1301
H 2.7778 -2.6751 0.2121 -0.231 -0.116 -0.539 0.0643
H 3.4609 -4.3804 0.1270 -0.415 -0.072 -0.596 0.0890
H 3.0667 -3.5994 1.6328 0.671 0.099 -0.201 0.0950
H -1.3896 -3.8051 2.1164 -0.254 -0.170 -0.056 0.0714
H -0.7917 -2.5585 1.3793 -0.268 -0.155 -0.555 0.0256
C -2.8059 3.8823 3.3201 0.795 1.224 -0.185 -0.0651
C -3.0286 3.3648 1.9252 0.055 -1.659 0.986 -0.4060
C -2.3257 4.2270 0.9104 0.043 2.043 -0.598 -0.2168
O -2.7685 3.8952 -0.3739 -0.822 -0.736 -0.738 -0.1665
C -2.3187 4.6398 -1.4555 0.517 0.062 0.084 -0.1130
N -2.5543 1.9564 1.8475 0.970 0.620 -0.561 0.0786
H -3.4319 4.7686 3.4404 -0.126 -0.172 0.484 0.0866
H -1.7773 4.2571 3.3803 0.114 -0.111 0.269 0.0769
H -2.9270 3.1420 4.1046 -0.365 -0.019 -0.092 0.0771
H -4.1124 3.2571 1.8479 0.025 0.687 -0.967 0.1446
H -1.2216 4.2493 0.9582 0.178 -1.191 0.238 0.1110
H -2.4243 5.3184 1.0389 -0.988 0.011 0.362 0.1317
H -1.2476 4.4139 -1.6096 0.348 0.265 -0.120 0.0575
H -2.4358 5.7232 -1.3573 0.080 0.047 0.342 0.0979
H -2.8283 4.3712 -2.3795 -0.242 -0.357 0.241 0.0970
H -1.6999 1.9078 2.3953 -0.177 -0.112 0.551 0.0192
H -2.1077 1.8890 0.9341 -0.693 -0.559 -0.364 0.0321
```
Positions in Å, forces in eV/Å.

charge = +1
energy = -2085.74183 a.u.
orbital gap = 0.184 Ha
LUMO = -5.21 eV
E_HOMO = -10.22 eV